Entry 1:
96
Properties=species:S:1:pos:R:3:forces:R:3:mulliken_charge:R:1 method="wB97M-V/def2-TZVPD" spin_multiplicity=1 e_above_lowest_kj_mol=140.7 gap_ev=6.41 e_tot_ev=-119356.83075
Ti -1.35380 0.10999 0.31190 0.92 -1.48 -0.49 0.568
C 3.80377 -0.96985 2.34979 -0.08 -0.03 -0.22 -0.906
S 3.70390 -1.01313 0.53641 0.00 0.05 0.01 0.038
C 1.93448 -0.68098 0.45123 -0.14 -0.06 0.18 0.260
S 1.40937 0.89373 0.43422 -0.51 0.03 -0.35 -0.364
N 1.22588 -1.78174 0.49449 0.80 -0.56 0.00 -1.613
N -0.11397 -1.68001 0.61269 -0.30 -0.28 -0.22 2.056
C -0.68083 -2.83818 0.71861 0.46 0.24 0.06 -1.024
C -2.06491 -2.96091 1.09173 -0.54 -0.17 0.13 0.653
C -2.68895 -4.20629 1.15860 0.21 0.07 -0.05 -1.081
C -4.01545 -4.27152 1.54372 -0.05 0.15 0.03 -0.615
C -4.66469 -3.09324 1.88053 0.02 -0.13 -0.03 -1.201
C -3.96792 -1.89724 1.78967 -0.08 0.18 0.12 -0.232
N -2.70302 -1.82137 1.39526 0.53 -0.12 -0.09 0.872
H 4.84495 -1.13451 2.61769 0.01 -0.01 0.02 0.426
H 3.47323 0.00315 2.70710 0.02 0.00 0.05 0.206
H 3.18097 -1.76300 2.75789 0.03 0.00 0.09 0.225
H -0.06171 -3.72325 0.61449 0.04 0.02 0.07 0.473
H -2.12692 -5.09852 0.91661 -0.01 0.00 -0.04 0.569
H -4.53136 -5.22157 1.57673 0.00 0.00 0.05 0.452
H -5.69592 -3.08925 2.20176 -0.01 0.02 0.00 0.479
H -4.45599 -0.96373 2.03806 0.02 0.06 -0.05 0.642
N -2.26919 -1.28949 -1.34773 -0.32 0.49 -0.37 -0.164
C -3.73461 -1.13891 -1.36570 0.00 0.30 0.26 -0.657
C -4.14869 -0.00350 -0.41456 -0.64 -0.62 -0.76 0.531
O -5.30829 0.29665 -0.28647 0.20 0.07 0.13 -0.690
O -3.15428 0.52486 0.24842 -0.58 0.72 0.15 -1.001
H -1.89114 -0.74428 -2.11842 0.04 -0.05 -0.08 -0.163
H -2.00945 -2.24926 -1.53303 0.20 -0.01 0.20 0.321
H -4.22456 -2.04873 -1.01731 0.06 -0.01 0.02 0.344
H -4.12493 -0.90156 -2.35387 0.04 -0.01 0.00 0.470
C -0.50425 -1.39264 3.96265 -0.13 0.12 0.22 -1.301
C -1.11790 -0.13070 4.56982 -0.05 -0.07 -0.44 0.101
C -2.62311 -0.00576 4.29552 0.19 -0.04 0.22 -1.301
C -0.41778 1.12951 4.08988 -0.19 -0.27 -0.32 -0.190
C 0.37123 1.80073 5.01178 0.09 0.09 -0.05 -0.712
C 0.89337 3.05105 4.74056 0.02 -0.03 0.06 -1.355
C 0.46379 3.70186 3.60182 0.11 0.01 0.11 -0.761
C -0.33244 3.08239 2.64714 -0.30 -0.19 -0.34 -0.193
C -0.97379 3.99008 1.60361 -0.09 -0.27 -0.21 0.472
C -2.48598 3.73576 1.54117 0.16 0.14 0.06 -1.602
C -0.32374 3.93087 0.22282 0.02 0.05 0.16 -0.665
C -0.62520 1.70525 2.80960 0.59 0.66 1.05 0.961
O -1.09658 0.95330 1.76988 -0.59 0.96 1.80 1.441
H -1.08945 -2.27755 4.22422 0.01 -0.04 -0.01 0.466
H 0.51602 -1.53001 4.32323 0.03 -0.02 -0.06 0.403
H -0.48040 -1.29277 2.88631 0.07 -0.11 -0.09 -0.042
H -0.98783 -0.17732 5.65428 0.05 0.07 -0.04 0.788
H -2.81323 0.06806 3.22960 -0.07 0.00 -0.05 -0.117
H -3.01181 0.89650 4.76964 -0.04 -0.01 0.00 0.406
H -3.15953 -0.86621 4.70096 -0.03 -0.03 -0.05 0.457
H 0.55937 1.32954 5.96897 0.00 -0.02 0.00 0.461
H 1.56223 3.53309 5.44079 -0.06 0.06 0.03 0.404
H 0.73077 4.74093 3.45141 -0.02 0.01 -0.06 0.462
H -0.83926 5.00807 1.98164 0.04 -0.06 0.04 0.768
H -2.71333 2.74467 1.16247 -0.10 -0.03 -0.05 -0.033
H -2.96101 4.45991 0.87995 -0.02 -0.01 -0.04 0.458
H -2.92491 3.83750 2.53578 -0.03 -0.02 0.00 0.391
H -0.30694 2.91771 -0.15541 0.06 0.00 -0.10 -0.767
H 0.70706 4.28375 0.26376 0.05 0.01 -0.02 0.348
H -0.88403 4.54164 -0.48657 0.03 0.02 -0.01 0.465
F -2.64468 1.03841 -2.99318 0.01 -0.06 0.16 -0.309
B -2.07422 2.06545 -2.25572 -0.26 0.15 -0.31 0.694
F -1.18355 1.28466 -1.19971 0.02 0.36 -0.35 0.561
F -2.96010 2.77611 -1.51423 0.06 -0.03 -0.06 -0.241
F -1.20125 2.80479 -2.98950 0.12 -0.03 0.15 -0.256
O 0.44749 -0.69221 -2.02111 0.28 -0.13 -0.17 -1.025
S 0.49273 -0.45748 -3.49609 0.17 -0.39 -0.27 0.575
C 0.74878 -2.17383 -4.20900 -0.04 0.56 -0.07 -1.327
C 2.12853 -2.71840 -4.07050 0.11 -0.10 0.02 -0.008
C 2.97582 -2.79133 -5.17481 -0.07 -0.01 0.04 -0.194
C 4.29370 -3.19388 -5.02682 0.01 0.02 -0.02 -0.613
C 4.77872 -3.53363 -3.77195 0.04 -0.02 -0.02 -0.403
C 3.93529 -3.49046 -2.67138 0.01 0.05 0.02 -0.731
C 2.61668 -3.08804 -2.81854 -0.08 0.05 0.05 0.469
C 2.10391 0.27820 -4.02364 -0.25 -0.16 0.13 -0.935
C 2.54928 1.45893 -3.22070 -0.13 0.08 0.04 0.172
C 1.92374 2.69530 -3.34341 0.03 -0.02 0.01 -0.113
C 2.38557 3.78189 -2.61920 -0.09 0.01 0.00 -0.623
C 3.48345 3.64591 -1.78104 0.01 0.03 0.03 -0.422
C 4.11300 2.41730 -1.66083 0.01 0.00 0.06 -0.690
C 3.63714 1.32524 -2.36715 0.01 -0.02 -0.04 -0.285
H 0.42544 -2.10549 -5.24847 0.00 -0.10 -0.02 0.543
H 0.02813 -2.75830 -3.63701 -0.11 0.08 -0.04 0.372
H 2.60133 -2.52071 -6.15549 0.00 0.03 0.00 0.378
H 4.94375 -3.22583 -5.89149 0.01 -0.03 0.00 0.385
H 5.81328 -3.82816 -3.65357 0.00 -0.02 0.00 0.397
H 4.30460 -3.74789 -1.68799 0.01 -0.01 0.02 0.415
H 1.97090 -3.02734 -1.94922 0.01 0.04 0.02 0.201
H 1.89226 0.55503 -5.06014 0.05 -0.05 -0.04 0.636
H 2.86996 -0.48987 -3.99706 0.00 -0.08 -0.02 0.289
H 1.07366 2.80891 -4.00310 -0.05 0.00 0.01 0.356
H 1.87988 4.73438 -2.71146 0.02 0.02 0.01 0.377
H 3.84421 4.49756 -1.21824 0.01 0.00 -0.01 0.417
H 4.96880 2.30143 -1.00873 -0.03 -0.01 0.04 0.371
H 4.11648 0.35977 -2.25735 0.02 -0.02 0.00 0.481

=====

Entry 2:
90
Properties=species:S:1:pos:R:3:forces:R:3:lowdin_spin:R:1 method="wB97M-V/def2-TZVPD" spin_multiplicity=6 e_above_lowest_kj_mol=129.1 gap_ev="8.75 / 5.39" e_tot_ev=-131028.80808
Ru 1.33471 -1.00762 0.52071 -1.28 0.04 -0.06 3.910
C 2.34841 -0.34882 3.00781 -0.02 0.21 0.13 0.035
C 3.65351 -0.76442 2.76241 0.00 0.04 -0.05 0.040
C 4.42001 -0.12682 1.79711 -0.01 0.09 0.06 0.038
C 3.88161 0.91458 1.05321 0.04 -0.03 0.05 0.038
C 2.57271 1.32528 1.27621 -0.06 0.18 0.10 0.029
C 1.79701 0.71338 2.27381 0.19 0.25 0.25 0.014
H 1.78081 -0.80592 3.80801 -0.09 -0.09 -0.13 0.001
H 4.07261 -1.58132 3.33081 -0.03 -0.06 0.00 0.001
H 5.44181 -0.43722 1.63431 0.03 -0.04 -0.05 0.001
H 4.48011 1.43068 0.31561 -0.01 -0.06 -0.05 0.001
H 2.17621 2.17698 0.73921 -0.08 -0.13 -0.02 0.001
H 0.83241 1.14188 2.54161 0.06 -0.25 -0.21 0.001
S -1.31319 -3.26992 3.45771 0.22 0.06 -0.10 0.188
C -0.76609 -2.24782 2.37381 -0.75 -1.09 1.20 0.071
N -0.44009 -1.45462 1.56721 1.57 1.07 -1.56 0.151
O 1.33421 0.16918 -1.54589 1.21 -1.45 0.60 0.106
C 0.30731 0.84498 -1.36059 -0.84 0.96 0.02 0.013
O -0.28149 0.85468 -0.24389 0.65 -0.50 0.12 0.066
C -0.22169 1.73638 -2.46689 0.04 -0.26 0.13 0.004
C -1.67659 2.09288 -2.24549 0.02 0.03 0.80 0.004
Ge -2.21779 2.14198 -0.28739 -1.80 0.87 -0.31 0.002
C -3.05529 0.52388 0.51261 0.65 0.75 -0.48 0.000
C -3.73169 -0.37102 -0.30099 0.06 0.01 -0.11 0.000
C -4.35099 -1.48372 0.24061 -0.09 -0.16 -0.04 0.000
C -4.31309 -1.69892 1.60791 -0.04 -0.09 0.02 0.000
C -3.64299 -0.80622 2.42611 -0.07 0.09 0.17 0.001
C -3.01279 0.29768 1.87881 -0.04 0.03 0.01 0.000
C -1.36689 3.32788 1.07151 -0.10 -0.68 -0.59 0.000
C -0.06299 3.79218 1.00151 0.03 -0.13 -0.02 0.000
C 0.46231 4.58928 2.00551 0.15 0.13 -0.01 0.000
C -0.32409 4.94948 3.08641 0.05 0.03 0.04 0.000
C -1.63339 4.50258 3.16011 -0.06 0.06 0.11 0.000
C -2.15129 3.70508 2.15641 -0.09 -0.12 -0.07 0.000
C -3.90819 3.31718 -0.53429 1.46 -1.04 0.19 0.001
C -5.19529 2.84148 -0.38689 -0.24 0.07 0.00 0.000
C -6.27169 3.71038 -0.48409 -0.19 -0.10 0.00 0.000
C -6.05989 5.05468 -0.73239 -0.18 0.08 0.02 0.000
C -4.76969 5.52938 -0.89439 0.17 0.21 -0.07 0.000
C -3.69769 4.65898 -0.79719 -0.27 0.21 -0.06 0.000
H -0.05929 1.23718 -3.42369 0.19 0.05 0.03 0.000
H 0.40511 2.63288 -2.44489 0.05 -0.02 -0.07 0.000
H -2.32149 1.34878 -2.71509 -0.12 -0.03 0.08 0.000
H -1.91909 3.05098 -2.70309 -0.09 0.02 0.14 0.000
H -3.77749 -0.19632 -1.36869 -0.03 -0.05 -0.11 0.000
H -4.86259 -2.18422 -0.40409 -0.08 -0.05 -0.04 0.000
H -4.80229 -2.56202 2.03501 -0.02 -0.09 0.03 0.000
H -3.60039 -0.97322 3.49261 -0.02 -0.04 0.08 0.000
H -2.47719 0.98678 2.51661 0.05 0.03 0.14 0.000
H 0.54671 3.52618 0.14871 0.12 -0.01 -0.07 0.000
H 1.48531 4.93288 1.94441 0.09 0.08 -0.03 0.000
H 0.07671 5.58888 3.85961 0.04 0.00 0.08 0.000
H -2.25369 4.77908 3.99991 -0.06 0.05 0.08 0.000
H -3.18199 3.37358 2.20221 -0.04 0.04 0.06 0.000
H -5.36519 1.79328 -0.18379 -0.06 -0.09 0.06 0.000
H -7.27559 3.33198 -0.35599 -0.13 0.01 0.00 0.000
H -6.89849 5.73468 -0.78969 -0.05 0.03 -0.03 0.000
H -4.59229 6.57788 -1.08699 -0.05 0.12 -0.02 0.000
H -2.68809 5.03238 -0.90939 0.12 0.13 0.00 0.000
C -0.83409 -2.75202 -1.70069 0.44 -0.06 0.21 0.001
C 0.31001 -3.74202 -1.44779 -1.28 -0.68 -0.59 0.004
C 0.70151 -4.47642 -2.73379 0.09 0.28 0.34 0.003
C -0.07119 -4.74312 -0.36279 0.18 0.33 0.02 -0.001
O 1.41971 -2.93682 -1.04939 1.18 0.67 1.03 0.070
P 2.62351 -3.40562 0.00961 0.34 -0.89 -0.78 0.005
O 3.16681 -4.74312 -0.25769 -0.12 0.31 0.00 0.010
O 2.11291 -3.03602 1.38241 -0.50 1.21 -0.29 0.141
O 3.59451 -2.15262 -0.35519 -0.57 -0.28 0.59 0.038
C 4.64571 -2.25812 -1.33389 0.96 0.15 -0.87 0.003
C 5.84581 -2.93572 -0.67369 -0.38 0.07 0.02 0.002
C 4.18451 -3.04882 -2.55579 -0.04 0.04 0.14 0.000
C 4.99351 -0.82742 -1.74739 -0.27 -0.28 0.18 0.000
H -1.74609 -3.27782 -1.96919 -0.09 -0.05 -0.02 0.000
H -0.56129 -2.07172 -2.50699 -0.01 0.06 -0.06 0.000
H -1.01779 -2.16942 -0.79089 -0.16 -0.08 -0.14 0.001
H -0.12229 -5.09232 -3.08439 -0.10 -0.06 0.00 0.001
H 1.56161 -5.10852 -2.53189 0.10 -0.14 -0.03 0.000
H 0.96201 -3.76372 -3.51239 0.03 0.08 -0.10 0.000
H -0.95239 -5.30592 -0.66499 -0.01 -0.01 -0.01 0.000
H -0.28329 -4.21082 0.56241 -0.12 -0.07 0.12 -0.001
H 0.75881 -5.42302 -0.18549 -0.03 -0.17 0.04 0.000
H 5.54801 -3.91762 -0.31829 0.06 -0.17 -0.01 0.000
H 6.18421 -2.34792 0.17691 0.10 0.08 0.07 0.000
H 6.66131 -3.03712 -1.38709 0.05 0.01 -0.04 0.000
H 4.06551 -4.09592 -2.29319 -0.07 -0.07 -0.10 0.000
H 4.91811 -2.96852 -3.35619 0.05 0.06 0.01 0.000
H 3.23201 -2.65332 -2.90169 -0.04 0.02 -0.15 0.000
H 5.49931 -0.30692 -0.93869 0.05 0.09 0.08 0.000
H 4.07701 -0.29692 -2.00039 -0.03 0.11 -0.10 0.000
H 5.65271 -0.84452 -2.61179 0.05 0.01 -0.04 0.000

=====

Entry 3:
90
Properties=species:S:1:pos:R:3:forces:R:3:lowdin_spin:R:1 method="wB97M-V/def2-TZVPD" charge=+2 spin_multiplicity=2 e_above_lowest_kj_mol=519.6 gap_ev="4.11 / 4.40" e_tot_ev=-184020.73488
Ir 0.45360 0.27166 -0.18599 -3.75 -1.37 -1.27 0.279
C 2.72113 -5.40521 -2.75894 0.15 -0.11 0.07 0.000
C 1.69389 -4.38615 -2.40345 -0.27 0.25 0.15 -0.002
C 0.91128 -3.77590 -3.38128 0.05 -0.19 0.21 0.000
C 0.04907 -2.75417 -3.06493 0.22 0.36 0.37 -0.001
C -0.10072 -2.28626 -1.74665 0.91 -0.86 -0.23 0.000
N -0.83849 -1.16226 -1.47804 2.56 1.33 2.37 -0.006
C -2.01632 -0.94919 -2.08600 -1.76 1.36 -0.72 -0.002
C -2.75403 -2.03501 -2.63956 0.46 0.36 0.62 0.001
C -3.87522 -1.85855 -3.40103 -0.18 0.72 -0.20 -0.001
C -4.33413 -0.56735 -3.69555 0.62 0.07 0.50 0.001
C -5.48036 -0.31963 -4.60763 -0.44 0.00 0.01 0.000
C -3.72086 0.49408 -3.03657 -0.41 -0.43 -0.28 0.000
C -2.62501 0.34147 -2.19805 0.12 -2.07 -0.60 0.001
N -2.20495 1.45630 -1.45523 0.41 0.87 -0.12 0.001
C -2.64010 2.72992 -1.62809 0.43 -0.16 0.27 0.003
C -2.25353 3.46495 -0.53557 0.20 -0.21 0.22 0.002
C -1.57082 2.55911 0.27497 -0.43 0.55 -0.07 0.004
N -1.52843 1.35923 -0.29328 1.20 -0.78 0.99 0.013
C 0.62218 -2.97831 -0.74187 -0.39 0.13 -1.31 -0.002
C 1.51534 -3.98260 -1.08486 0.06 0.00 -0.13 0.000
N 0.36941 -2.73020 0.61666 0.11 -0.23 0.32 0.004
C 0.30583 -3.65567 1.59945 -0.17 0.35 0.29 -0.001
C -0.07164 -3.00899 2.75360 0.09 0.17 -0.19 0.000
C -0.22008 -1.67120 2.38478 -0.12 -0.03 0.22 0.000
N 0.05192 -1.52378 1.09799 0.30 1.80 -0.98 0.037
H 2.60820 -5.73246 -3.78807 0.05 -0.07 -0.07 0.000
H 2.66385 -6.27458 -2.10828 0.01 -0.10 0.01 0.000
H 3.71470 -4.97394 -2.63424 0.13 -0.08 -0.07 0.000
H 0.98943 -4.10302 -4.40594 0.04 -0.06 -0.18 0.000
H -0.51004 -2.26049 -3.84444 -0.09 0.03 -0.08 0.000
H -2.40995 -3.03385 -2.42026 0.03 -0.06 -0.04 0.000
H -4.41003 -2.71726 -3.77535 -0.01 -0.13 -0.12 0.000
H -5.53854 -1.08391 -5.37757 -0.02 0.01 -0.12 0.000
H -5.39894 0.65860 -5.07690 -0.05 -0.01 -0.10 0.000
H -6.41846 -0.34527 -4.04968 -0.08 0.02 -0.07 0.000
H -4.15943 1.46887 -3.17231 -0.08 0.11 0.01 0.000
H -3.16449 3.06288 -2.49879 -0.19 -0.17 -0.14 0.000
H -2.42910 4.50581 -0.36453 -0.10 0.21 0.09 0.000
H -1.14659 2.71827 1.24484 0.22 0.00 0.09 0.000
H 2.08763 -4.46891 -0.30904 0.10 -0.03 0.14 0.000
H 0.48526 -4.69564 1.42042 0.02 -0.17 -0.19 0.000
H -0.22238 -3.43059 3.72462 -0.07 -0.14 0.18 0.000
H -0.52876 -0.83725 2.98820 0.05 0.08 0.00 0.000
C 3.90358 -0.96806 2.83529 0.13 0.24 0.00 0.003
Se 3.41623 -0.70587 0.97047 0.21 -0.01 0.10 0.016
C 3.79242 1.22336 0.81578 -0.01 -0.43 0.04 0.001
C 3.11257 2.05527 1.88052 -0.02 0.11 0.24 -0.001
Se 1.28482 1.41235 2.26310 0.60 -0.52 -0.86 -0.001
C 0.64044 3.01456 3.16839 -0.24 0.24 -0.37 0.000
H 4.87307 -0.50652 3.00392 0.05 -0.08 0.12 0.000
H 3.97477 -2.03847 3.00937 0.01 0.00 -0.05 0.000
H 3.15107 -0.53890 3.49557 0.06 -0.06 -0.04 0.000
H 3.43451 1.49534 -0.17956 0.06 -0.06 0.06 0.002
H 4.87632 1.35746 0.85854 -0.15 0.08 -0.01 0.000
H 3.05828 3.10216 1.57137 -0.10 -0.07 0.09 0.000
H 3.65121 2.00563 2.83037 -0.12 0.00 -0.09 0.000
H 0.64386 3.87833 2.50767 0.01 0.02 0.01 0.000
H 1.28298 3.19851 4.02794 0.06 -0.14 -0.08 0.000
H -0.37096 2.82066 3.52134 0.04 -0.05 -0.02 0.000
C 1.09817 2.78522 -1.60563 -0.69 -0.54 0.40 0.275
C 2.13902 3.30045 -2.35899 1.10 0.11 -0.45 0.034
C 2.88529 4.42482 -1.90869 -0.28 -0.24 0.05 0.080
C 3.88302 4.96710 -2.67884 0.16 0.15 -0.03 -0.006
C 4.20349 4.40833 -3.91446 -0.22 -0.12 0.17 0.110
C 3.50503 3.29355 -4.37342 0.06 -0.04 -0.18 -0.003
C 2.49182 2.75196 -3.62321 -0.23 -0.06 0.29 0.078
H 0.44031 2.04820 -2.04922 -0.29 0.10 -0.07 0.030
H 0.81806 3.26220 -0.68320 -0.19 0.09 0.10 0.019
H 2.62100 4.87027 -0.96114 0.02 0.08 0.13 0.003
H 4.42188 5.83758 -2.33735 0.02 0.06 0.07 -0.002
H 4.97895 4.84291 -4.52323 0.13 0.07 -0.05 0.006
H 3.75858 2.87105 -5.33534 -0.03 -0.02 -0.05 -0.002
H 1.93082 1.90268 -3.98599 -0.06 -0.10 -0.08 0.003
N 2.03349 -0.13113 -1.65157 0.02 -0.11 0.50 0.004
C 2.63521 -0.61376 -2.52079 -0.60 0.30 0.94 0.009
N 3.31884 -1.13179 -3.46990 0.18 -0.20 -0.42 0.009
C 4.75490 -1.34738 -3.37492 0.80 0.16 -0.20 0.001
C 5.43558 -0.53836 -4.48633 0.08 -0.12 0.34 0.000
O 4.92645 -0.90510 -5.74292 0.05 -0.05 -0.12 0.000
C 3.55602 -0.62056 -5.84679 -0.33 -0.16 0.10 0.001
C 2.75773 -1.39493 -4.78630 -0.06 0.05 -0.89 0.001
H 4.95821 -2.41109 -3.53262 -0.05 0.06 0.11 0.000
H 5.11079 -1.04248 -2.39187 -0.02 -0.06 0.02 0.000
H 6.50410 -0.75031 -4.51287 -0.04 0.06 0.10 0.000
H 5.27604 0.53659 -4.30912 0.06 -0.06 0.01 0.000
H 3.24736 -0.93353 -6.84644 -0.06 0.09 0.13 0.000
H 3.38192 0.46099 -5.73385 -0.01 -0.07 -0.01 0.000
H 2.85040 -2.46695 -4.98600 -0.09 0.08 0.05 0.000
H 1.70663 -1.10841 -4.80523 0.03 -0.08 0.03 0.000